# 1
A structure of composition C26H28BrCl2N4O7PS2Ta, computed with ωB97M-V with the def2-TZVPD basis set.

The geometry in XYZ format:
```
72
Properties=species:S:1:pos:R:3:mulliken_charge:R:1
Ta -0.17266 -1.12428 -0.35698 2.171
Br 4.18775 7.22436 2.25657 -0.156
C 3.07640 6.10207 3.29196 0.081
C 3.48362 5.71883 4.56002 -0.442
C 2.65723 4.91005 5.32351 -0.368
C 1.46247 4.44657 4.79263 0.113
C 1.04819 4.85557 3.53021 0.069
C 1.85457 5.69428 2.77933 -0.659
N 0.61725 3.66108 5.64419 -0.568
N 0.11944 2.59840 5.26040 -0.295
C 0.47082 1.99169 4.01134 0.171
C 1.75490 1.63985 3.69979 -0.531
C 2.05985 0.91323 2.52863 -0.970
C 1.04259 0.55636 1.69731 0.072
O 1.17507 -0.08883 0.51358 0.111
C -0.29064 0.86579 2.01510 1.120
N -1.22151 0.38017 1.14545 0.163
C -2.49090 0.62724 1.42784 -0.131
C -2.89607 1.34225 2.56184 -1.145
C -1.96655 1.80716 3.44984 -0.616
C -0.60455 1.57510 3.18249 0.033
H 4.42740 6.06700 4.95538 0.431
H 2.93610 4.62903 6.33091 0.451
H 0.08677 4.54221 3.14346 0.455
H 1.53570 6.03617 1.80453 0.444
H 2.55936 1.92851 4.36284 0.484
H 3.08280 0.65477 2.29164 0.578
H -3.24273 0.24803 0.75481 0.410
H -3.95344 1.49283 2.72549 0.444
H -2.25934 2.33198 4.34985 0.578
O 1.66888 -2.56855 -0.38648 -0.620
Cl 2.34604 -1.92349 -1.52044 1.803
O 2.75109 -2.84538 -2.49746 -0.595
O 1.15698 -1.11811 -2.04768 -0.657
O 3.35629 -1.03822 -1.10693 -0.589
C -0.05039 -3.71261 -4.67088 -0.997
C -0.90503 -2.46397 -4.62020 0.515
C -2.14916 -2.53661 -5.47710 -1.500
O -1.21752 -2.14940 -3.21630 0.009
P -2.03776 -2.95482 -2.13466 0.477
S -3.41044 -4.16155 -2.64633 -0.246
S -2.53831 -1.38173 -0.86467 -0.780
O -0.80611 -3.50408 -1.22144 -0.411
C -0.82607 -4.93591 -0.73493 0.412
C -1.81312 -5.13776 0.39034 -1.273
C 0.58799 -5.32573 -0.38792 -1.355
H 0.15868 -3.97472 -5.70829 0.472
H -0.58565 -4.55215 -4.22049 0.225
H 0.89498 -3.57012 -4.14853 0.168
H -0.32283 -1.58752 -4.90335 0.234
H -2.70985 -3.45239 -5.30542 0.325
H -1.83921 -2.51115 -6.52246 0.481
H -2.80173 -1.68235 -5.29561 0.326
H -1.15867 -5.48627 -1.61393 0.452
H -1.49548 -4.64520 1.30457 0.233
H -1.86579 -6.21074 0.58443 0.445
H -2.81215 -4.80322 0.11842 0.339
H 0.93554 -4.81453 0.50792 0.208
H 1.27031 -5.11701 -1.21043 0.298
H 0.60123 -6.39941 -0.19634 0.506
Cl -0.36657 -2.33170 1.63334 -0.392
C -0.42917 3.33933 -2.92742 -0.129
C 0.72218 2.88428 -2.30441 -1.153
C 0.69670 1.67479 -1.64342 -0.026
N -0.40480 0.90552 -1.56254 0.117
C -1.50831 1.34527 -2.18470 0.004
C -1.56151 2.54560 -2.86561 -1.082
H -0.43974 4.28402 -3.45430 0.436
H 1.64306 3.44918 -2.32706 0.493
H 1.58835 1.30015 -1.16392 0.424
H -2.37562 0.70495 -2.13955 0.441
H -2.48713 2.83584 -3.34176 0.467
```

Summary:
Total charge: +1

# 2
A structure of composition C40H36F5N8O6S3Sn, computed with ωB97M-V with the def2-TZVPD basis set.

The geometry in XYZ format:
```
99
Properties=species:S:1:pos:R:3:mulliken_charge:R:1
Sn 11.50946 12.35483 13.85237 1.604
O 15.34394 11.28097 11.69894 -0.706
S 14.19629 10.92687 12.51720 0.914
O 14.31046 10.44249 13.89300 -0.637
N 13.12319 12.19826 12.56735 -0.143
C 13.33612 13.33048 11.85193 0.260
C 14.54365 13.87412 11.40493 -0.814
C 14.46348 15.03740 10.65810 -0.715
C 13.32239 15.66281 10.31662 -1.211
C 12.10169 15.28790 10.90527 1.401
C 10.96260 16.02101 10.65025 -0.743
C 9.83501 15.53927 11.22934 -1.451
C 9.90415 14.48843 12.13946 -0.443
N 11.04280 13.89109 12.41978 0.501
C 12.18511 14.17164 11.69640 -0.179
C 13.47670 9.61835 11.66883 1.512
C 14.11824 8.38934 11.87296 -0.847
C 13.72690 7.33584 11.07435 -0.801
C 12.77661 7.56997 10.09282 -0.721
C 12.19734 8.83918 9.91601 -0.190
C 12.59589 9.88768 10.72726 -0.118
H 15.52043 13.43727 11.63664 0.653
H 15.34808 15.44567 10.19041 0.415
H 13.45810 16.44633 9.58047 0.428
H 10.97622 16.87488 9.99770 0.560
H 8.84004 15.98773 11.07341 0.445
H 9.08415 14.14946 12.67586 1.107
H 14.80868 8.15081 12.73794 0.449
H 14.14647 6.32422 11.16723 0.481
H 12.38020 6.72871 9.44971 0.299
H 11.50226 8.91455 9.07168 0.152
H 12.07406 10.76989 10.59432 -0.248
C 15.35061 7.20779 8.11105 -0.979
N 14.92514 8.54845 7.93484 0.265
C 15.41608 9.65312 8.54144 -0.286
C 14.61204 10.69587 8.22043 -0.990
N 13.57810 10.20888 7.41458 0.312
C 13.80312 8.86257 7.22709 -0.167
S 12.97621 7.76836 6.21043 -0.331
C 12.31530 10.86261 7.51372 0.182
C 11.25062 10.46107 6.73500 -0.584
C 9.97594 10.90686 7.07694 -0.824
C 9.92329 11.92839 8.02476 -0.544
C 11.10910 12.40378 8.59090 0.096
N 12.27736 11.86299 8.36724 -0.153
H 15.31445 6.69658 7.15898 0.370
H 14.64166 6.76220 8.80430 0.348
H 16.29448 7.13717 8.60063 0.369
H 16.21722 9.66254 9.24665 0.506
H 14.55605 11.58444 8.74421 0.773
H 11.35859 9.70622 6.01375 0.503
H 9.11387 10.47539 6.53773 0.415
H 9.02739 12.41023 8.33359 0.555
H 11.11058 13.27020 9.24008 0.204
C 8.61431 9.24688 16.02311 -1.184
C 9.21620 8.23966 15.03010 -1.096
C 9.43328 8.80353 13.60557 2.929
C 10.10918 7.76710 12.64484 -0.245
C 9.40818 7.46825 11.32260 -1.370
C 8.04199 9.05077 13.02748 -0.900
O 7.07922 8.39286 13.25249 -0.567
N 7.93441 10.09326 12.10219 0.206
C 8.91833 11.04125 11.84283 -0.454
O 8.78204 11.88616 10.97270 -0.629
N 10.03420 10.98895 12.65538 0.461
C 10.15851 10.10899 13.62850 0.082
O 11.11800 10.39399 14.48484 -1.082
H 8.19978 8.80756 16.93144 0.482
H 7.80633 9.70058 15.49037 0.306
H 9.45739 9.82600 16.36374 0.107
H 8.60000 7.31081 14.84378 0.525
H 10.15763 7.80151 15.38387 0.487
H 10.12177 6.81826 13.22260 0.622
H 11.11634 8.21910 12.51750 -0.163
H 8.37288 7.10118 11.43344 0.446
H 10.01876 6.58890 11.00843 0.501
H 9.49506 8.27688 10.58476 0.149
H 7.05382 10.14768 11.61254 0.333
F 11.12056 10.21054 20.34064 -0.294
C 11.52286 10.89629 19.30956 0.787
C 12.34351 10.34650 18.33805 0.014
F 12.70828 9.08725 18.43931 -0.322
C 12.74209 11.12813 17.19985 -0.025
F 13.45126 10.48249 16.25924 -0.133
C 12.31799 12.43093 17.08830 0.761
S 12.83789 13.31709 15.65158 -0.469
C 11.47501 12.93558 18.07563 -0.201
F 10.97579 14.18988 17.86006 -0.377
C 11.04935 12.20082 19.17806 0.299
F 10.34121 12.65318 20.17497 -0.306
C 7.76605 14.46842 15.16985 -1.753
C 9.20580 14.17019 15.18578 0.438
N 10.01988 15.11842 15.52956 0.102
O 9.58175 13.02609 14.75390 -0.226
H 7.19631 13.68797 14.66758 0.299
H 7.51627 15.46756 14.72474 0.426
H 7.31302 14.57558 16.18314 0.443
H 9.68895 15.93630 15.98801 0.291
H 11.00580 14.92719 15.65668 0.043
```

Summary:
Total charge: +1

# 3
A structure of composition B2CsF8, computed with ωB97M-V with the def2-TZVPD basis set.

The geometry in XYZ format:
```
11
Properties=species:S:1:pos:R:3:mulliken_charge:R:1
Cs -13.76403 3.93278 -0.97366 1.036
B -13.22316 5.95106 -3.94262 0.585
F -14.03741 4.81058 -3.73823 -0.459
F -13.93916 6.87828 -4.67620 -0.385
F -12.76667 6.46208 -2.77607 -0.387
F -12.13649 5.42762 -4.57210 -0.371
B -16.30873 1.77271 -0.01956 0.497
F -15.77799 1.33233 -1.23048 -0.387
F -17.06534 2.89333 -0.32837 -0.371
F -16.96804 0.83423 0.65503 -0.352
F -15.28045 2.12396 0.84360 -0.404
```

Summary:
Total charge: -1

# 4
A structure of composition C3H7NO2, computed with ωB97M-V with the def2-TZVPD basis set.

The geometry in XYZ format:
```
13
Properties=species:S:1:pos:R:3:mulliken_charge:R:1
C -0.74732 0.79804 -0.34057 -0.543
C -1.58484 -0.30525 0.01922 -0.579
N 1.36140 -0.69590 -0.06890 -0.354
C 0.35390 -0.01563 0.73672 0.635
O 2.10617 0.25425 -0.84154 -0.401
O 0.60257 0.56793 1.78977 -0.626
H 2.87325 0.43555 -0.28318 0.333
H 0.92032 -1.28948 -0.76607 0.293
H -0.95109 1.75256 0.12514 0.309
H -0.36343 0.83449 -1.35200 0.249
H -2.24279 -0.21554 0.87620 0.310
H -1.83043 -1.07150 -0.70852 0.317
H -0.49772 -1.04952 0.81372 0.056
```

Summary:
Total charge: 0

# 5
A structure of composition C19H25GaN2O5S2, computed with ωB97M-V with the def2-TZVPD basis set.

The geometry in XYZ format:
```
54
Properties=species:S:1:pos:R:3:mulliken_charge:R:1
Ga -1.00317 0.82359 -0.18324 1.541
C -0.38967 3.57129 1.73826 -0.759
O -1.37157 2.94059 0.91946 -0.157
C -2.36777 3.81479 0.39286 -0.502
C -2.70617 3.30109 -1.00964 -0.680
O -2.88857 1.88689 -1.03014 -0.479
C -4.12717 1.38609 -0.53324 -0.485
C -3.97877 0.84169 0.88556 -0.575
O -2.81077 0.01569 0.92606 -0.126
C -2.92607 -1.04181 1.87666 -0.820
H -0.82187 3.92849 2.67576 0.307
H 0.08343 4.40059 1.20726 0.385
H 0.36413 2.81679 1.96316 0.178
H -1.98317 4.83579 0.31026 0.496
H -3.24867 3.82429 1.04666 0.305
H -1.85037 3.47679 -1.67054 0.281
H -3.58237 3.80869 -1.42284 0.514
H -4.41147 0.57069 -1.20554 0.310
H -4.90147 2.15439 -0.56444 0.462
H -4.85457 0.23559 1.12606 0.578
H -3.87787 1.64119 1.62566 0.235
H -3.67907 -1.75751 1.53836 0.342
H -3.19817 -0.65041 2.85936 0.385
H -1.95927 -1.53831 1.95546 0.218
O 6.76313 0.13129 0.76006 -0.449
C 6.30703 0.65949 -0.37204 0.531
O 7.03583 1.12169 -1.19854 -0.488
C 4.81353 0.73289 -0.57304 0.822
C 4.34853 0.82639 -1.88274 -0.751
C 3.01773 1.07819 -2.14324 -0.769
C 2.14423 1.29289 -1.07734 0.863
S 0.57453 1.96949 -1.47344 -0.347
C 2.59263 1.15729 0.23496 -0.419
C 3.91763 0.87109 0.48676 -0.933
H 6.09883 -0.22231 1.36676 0.301
H 5.04903 0.70959 -2.69364 0.471
H 2.65963 1.18049 -3.15464 0.506
H 1.90023 1.30649 1.05756 0.148
H 4.25583 0.81019 1.51056 0.310
N 1.22633 -6.21251 -0.13634 -0.354
C 0.10723 -5.63721 -0.57104 0.229
S -1.18067 -6.53041 -1.11224 -0.308
C -0.04007 -4.17491 -0.51664 0.883
C -0.94357 -3.52831 -1.36804 -0.672
C -1.11247 -2.16401 -1.27384 -0.544
N -0.44257 -1.42161 -0.39154 -0.070
C 0.42863 -2.01831 0.42166 -0.401
C 0.65743 -3.38001 0.40136 -0.726
H 1.28553 -7.22091 -0.13294 0.231
H 2.03193 -5.70011 0.18786 0.183
H -1.51307 -4.10801 -2.07684 0.436
H -1.79687 -1.63271 -1.92374 0.538
H 0.95133 -1.37011 1.11456 0.470
H 1.35323 -3.81281 1.10246 0.354
```

Summary:
Total charge: +2

# 6
An isolated molecule of C19H23N3O3, computed with ωB97M-V with the def2-TZVPD basis set.

The geometry in XYZ format:
```
48
Properties=species:S:1:pos:R:3:mulliken_charge:R:1
O -1.52957 2.42452 1.39500 -0.696
N -0.25174 -0.74656 0.35257 -0.476
O 0.05275 -1.01504 -1.02424 -0.305
O 1.89696 0.65797 -5.81735 -0.333
C -1.33238 1.19956 1.51926 0.355
C -0.82351 0.43761 0.37105 0.298
C -0.92888 0.95468 -1.00275 -0.170
C -0.44774 0.00401 -1.82180 0.278
C 1.55907 -1.19186 7.28642 -0.441
C 0.21479 -1.49581 7.65442 -0.585
C 1.80520 -0.58966 6.08008 -0.720
C -0.82330 -1.16340 6.79191 -0.496
C 0.77617 -0.27175 5.23377 -0.222
C -0.56255 -0.54542 5.56342 0.373
N -0.32023 0.10174 -3.22851 0.107
N -1.45414 0.68934 2.77701 0.206
C 2.89303 -0.00214 -6.61207 -0.745
C 0.31574 -1.02572 -3.92813 -0.484
C -0.11291 1.45313 -3.83363 -0.515
C -1.66047 1.29606 4.09136 -0.902
C -1.45937 -0.69026 3.20173 -0.985
C 0.13377 -1.02991 -5.43298 -1.014
C -0.37741 1.38385 -5.35013 -0.968
C 0.50855 0.35487 -6.02701 0.091
C -1.66654 -0.18105 4.61482 0.366
H -1.34393 1.93117 -1.24996 0.379
H 2.34041 -1.48273 7.95843 0.397
H 0.02620 -1.99842 8.58404 0.386
H 2.83538 -0.33765 5.81821 0.351
H -1.87391 -1.40032 7.03402 0.283
H 1.05504 0.23034 4.34703 0.402
H 2.55144 -0.05136 -7.66316 0.318
H 3.88666 0.54905 -6.57273 0.242
H 3.06599 -0.99438 -6.27558 0.296
H 1.39125 -0.96618 -3.67321 0.275
H -0.11123 -1.95952 -3.50802 0.414
H 0.91537 1.82278 -3.69723 0.261
H -0.75913 2.22703 -3.40787 0.385
H -2.60144 1.83547 4.20021 0.280
H -0.83387 1.91475 4.45537 0.309
H -0.55923 -1.24286 3.01464 0.353
H -2.28341 -1.26331 2.77114 0.298
H -0.89995 -1.28010 -5.64459 0.404
H 0.80273 -1.77112 -5.87175 0.335
H -0.24411 2.33175 -5.86250 0.383
H -1.42255 1.02804 -5.47761 0.330
H 0.31573 0.33937 -7.13123 0.359
H -2.65876 -0.47056 4.99814 0.543
```

Summary:
Structure (SMILES): COC1CCN(c2cc(C(=O)N3CC(c4ccccc4)C3)no2)CC1
Total charge: 0

Computed E_LUMO (Eh) in order:
-0.1501 -0.1325 0.0731 -0.0032 -0.3070 0.0284
Computed DFT total energy (hartree) in order:
-6442.16603 -4343.40362 -869.39574 -323.54167 -3945.29857 -1127.69051
Computed strongest force on any atom (hartree/bohr) in order:
0.0103 0.0711 0.0556 0.0609 0.0353 0.0771